A structure of composition C26H41BIN14O6S2. Source: OMol25; level of theory: the ωB97M-V functional and the def2-TZVPD basis.

HOMO = -0.2016 hartree
charge = -1
E = -91217.1047 eV
gap between HOMO and LUMO = 7.14 eV

```
91
Properties=species:S:1:pos:R:3:mulliken_charge:R:1
I -2.066 -1.070 -0.442 0.086
S 2.290 1.094 1.376 0.905
S 0.418 -0.560 2.702 1.052
O 4.138 0.133 -0.721 -0.685
O 0.817 -1.260 -1.059 -0.500
O 0.348 -1.357 4.003 -0.721
O 3.043 2.397 1.672 -0.731
O -0.947 0.117 2.578 -0.567
O 1.213 1.443 0.371 -0.608
N -8.698 4.165 0.097 -0.420
N 4.774 -3.977 2.216 -0.419
N -1.704 -2.180 -3.390 -0.399
N -6.262 -1.381 1.449 -0.444
N -6.791 3.424 4.630 -0.439
N 7.826 1.604 6.791 -0.525
N 6.385 -0.525 3.662 -0.384
N -4.337 1.257 -0.072 -0.457
N 1.710 0.537 2.883 -0.464
N 10.576 -0.923 5.314 -0.416
N -7.164 -4.879 -2.437 -0.429
N -2.985 -0.727 -8.191 -0.485
N 4.109 -1.156 1.504 -0.388
N 0.064 0.841 -7.470 -0.378
C 6.495 -0.758 4.784 0.400
C 10.731 0.196 5.093 0.393
C 10.930 1.620 4.810 -0.721
C -6.272 4.981 -0.443 -0.718
C -7.706 1.637 2.953 -0.474
C -3.527 2.731 1.930 -0.512
C -7.631 4.524 -0.140 0.384
C -2.714 -0.468 -5.092 -0.633
C -7.608 -4.125 -3.189 0.471
C 7.347 -3.854 2.667 -0.733
C 7.361 2.346 6.042 0.434
C 6.764 3.288 5.091 -0.807
C -8.172 -3.168 -4.145 -0.819
C -0.380 1.595 -8.218 0.363
C -5.836 -2.381 -0.931 -0.549
C -6.076 -1.820 0.403 0.354
C -2.349 -1.649 -8.458 0.472
C 0.666 -1.822 1.363 -0.447
C -7.194 2.637 3.892 0.332
C -1.539 -2.821 -8.798 -0.807
C -3.984 1.910 0.807 0.418
C -0.944 2.554 -9.170 -0.795
C 0.057 -1.420 -0.063 0.343
C 6.635 -1.043 6.212 -0.962
C -2.149 -1.427 -4.140 0.383
C 5.906 -3.923 2.415 0.453
B 3.626 -0.048 0.629 0.443
H 0.077 -2.757 1.699 0.388
H -8.880 -2.490 -3.663 0.273
H -3.423 0.209 -4.607 0.301
H -6.280 5.872 -1.074 0.305
H -4.324 2.893 2.660 0.110
H 11.147 2.185 5.719 0.266
H 10.043 2.068 4.356 0.149
H 6.895 -2.089 6.393 0.303
H -2.693 2.258 2.457 0.197
H 11.762 1.781 4.121 0.327
H -5.720 5.232 0.466 0.220
H 6.213 2.767 4.303 0.242
H -1.477 2.050 -9.980 0.252
H 7.747 -4.821 2.981 0.333
H -5.698 4.215 -0.970 0.226
H 7.583 -3.133 3.453 0.112
H -6.607 -3.102 -1.210 0.165
H 1.758 -2.182 1.285 0.042
H -8.424 2.073 2.253 0.227
H -2.103 -3.537 -9.400 0.305
H 5.122 -1.104 1.687 0.188
H -5.827 -1.603 -1.699 0.208
H -3.185 3.714 1.596 0.266
H 7.417 -0.431 6.666 0.370
H 7.524 3.904 4.605 0.273
H -1.938 0.149 -5.550 0.148
H 3.489 -0.352 -1.282 0.336
H -8.705 -3.675 -4.952 0.331
H 6.062 3.965 5.584 0.325
H -8.213 0.820 3.471 0.290
H 5.709 -0.842 6.756 0.335
H -1.199 -3.346 -7.902 0.273
H -6.903 1.194 2.358 0.059
H -0.167 3.171 -9.627 0.311
H -4.875 -2.898 -0.984 0.208
H -0.651 -2.542 -9.369 0.262
H 7.897 -3.550 1.773 0.244
H -3.247 -0.970 -5.899 0.209
H 3.950 -2.076 1.049 0.270
H -1.653 3.230 -8.686 0.256
H -7.394 -2.554 -4.604 0.248
```

***

A structure of composition C2H5IN2. Source: OMol25; level of theory: the ωB97M-V functional and the def2-TZVPD basis.

HOMO = -0.3461 hartree
charge = 0
E = -13233.5380 eV
gap between HOMO and LUMO = 9.39 eV
energy above the lowest of the compared OMol25 structures with the same formula, charge and spin = 0.914 eV

```
10
Properties=species:S:1:pos:R:3:mulliken_charge:R:1
I -0.810 -1.946 2.853 0.091
N 0.066 0.251 -0.961 -0.494
N -1.078 -0.021 2.251 -0.456
C -0.120 0.762 2.071 -0.383
C -0.271 -0.768 -1.600 -0.214
H -0.821 -0.627 -2.521 0.250
H 0.943 0.561 2.212 0.405
H 0.589 0.071 -0.106 0.270
H -0.384 1.760 1.747 0.324
H -0.067 -1.805 -1.315 0.206
```

***

A structure of composition C26H42N2O5PtSSb. Source: OMol25; level of theory: the ωB97M-V functional and the def2-TZVPD basis.

HOMO = -0.6629 hartree
charge = +3
E = -61454.1379 eV
gap between HOMO and LUMO = 7.46 eV
energy above the lowest of the compared OMol25 structures with the same formula, charge and spin = 0.000 eV

```
78
Properties=species:S:1:pos:R:3:mulliken_charge:R:1
Pt -0.842 1.123 -0.260 0.996
Sb 0.690 -0.142 3.396 1.443
S 0.454 1.844 -1.782 0.771
O -1.353 -5.152 -1.752 -0.517
O 1.813 1.379 -1.753 -0.621
O 0.809 -2.804 1.421 -0.730
O 0.219 -0.646 1.495 0.454
O 0.086 -5.014 -0.056 -0.503
N -1.827 -2.568 -1.925 -0.020
N -1.195 -0.799 -0.847 -0.616
C -2.026 1.021 2.588 -0.871
C 3.631 -0.730 3.056 -1.595
C -2.818 -0.434 -2.745 -1.309
C 0.898 5.080 0.476 -0.658
C 0.240 -1.854 0.944 0.308
C -0.144 1.919 -3.440 -1.012
C -0.764 1.488 3.321 1.385
C -0.182 2.688 2.590 -1.474
C 1.190 3.972 -0.275 -0.402
C -1.128 1.866 4.759 -1.775
C -1.468 4.857 -0.012 -1.319
C 0.126 3.300 -0.909 0.182
C -0.738 -4.518 -0.947 0.566
C 3.089 1.411 4.291 -1.522
C -1.154 -2.300 4.413 -1.444
C 1.274 -2.892 4.676 -1.610
C -0.699 6.788 1.401 -1.684
C 2.737 0.516 3.096 1.417
C 0.258 -1.177 6.210 -1.492
C -1.958 -1.238 -1.844 0.377
C -0.570 -1.910 -0.279 -0.120
C 0.226 -1.801 4.825 1.269
C -0.430 5.546 0.622 0.730
C 2.867 1.261 1.767 -1.782
C -1.210 3.746 -0.794 0.089
C -0.968 -3.020 -0.965 0.150
H 0.490 -4.330 0.511 0.435
H 4.657 -0.402 2.871 0.546
H 1.239 -0.779 6.469 0.358
H 0.533 2.572 -3.995 0.468
H -2.482 5.227 0.070 0.507
H -2.578 0.249 3.121 0.422
H -3.857 -0.751 -2.649 0.427
H -1.808 2.722 4.743 0.476
H -2.755 0.619 -2.481 0.154
H -2.529 -0.567 -3.788 0.395
H 1.701 5.629 0.952 0.507
H 0.720 3.075 3.061 0.319
H 1.347 -3.275 3.664 0.281
H 3.633 -1.270 4.001 0.346
H -2.011 3.277 -1.359 0.495
H -0.505 -0.415 6.365 0.321
H -1.928 -1.544 4.554 0.298
H 2.481 2.319 4.332 0.301
H -2.701 1.870 2.457 0.447
H -0.093 6.828 2.306 0.408
H -0.068 0.896 -3.820 0.404
H -1.646 1.061 5.281 0.416
H 0.053 -1.982 6.923 0.495
H -0.932 3.486 2.603 0.798
H 2.526 0.667 0.918 0.277
H 3.929 1.468 1.605 0.667
H -1.826 0.557 1.596 -0.128
H 3.353 -1.422 2.257 0.364
H 0.037 2.477 1.525 -0.454
H 2.254 -2.579 5.032 0.370
H -1.412 -3.144 5.057 0.576
H -1.173 -2.672 3.386 0.199
H -0.418 7.655 0.795 0.422
H -2.272 -3.213 -2.575 0.300
H -1.750 6.890 1.659 0.412
H 2.205 3.620 -0.403 0.548
H 2.994 0.890 5.246 0.366
H -1.164 2.295 -3.461 0.358
H 2.344 2.216 1.770 0.211
H 4.133 1.720 4.201 0.468
H -0.254 2.162 5.342 0.400
H 0.961 -3.720 5.319 0.560
```

***

A structure of composition C35H69BrClIN5O2P2. Source: OMol25; level of theory: the ωB97M-V functional and the def2-TZVPD basis.

HOMO = -0.3560 hartree
charge = +1
E = -158195.1850 eV
gap between HOMO and LUMO = 6.92 eV

```
116
Properties=species:S:1:pos:R:3:mulliken_charge:R:1
I -5.569 -2.627 -1.848 0.051
Br -1.228 4.428 -4.627 -0.163
Cl -2.578 -0.117 -5.145 -0.085
P -1.092 2.099 -0.300 -0.258
P 0.039 -0.148 -5.876 0.322
O 0.729 1.326 -5.924 -0.444
O -2.722 2.448 -0.276 -0.528
N -2.737 4.309 4.945 0.158
N 1.163 -1.114 -6.777 -0.695
N 3.320 2.734 -0.925 -0.823
N -0.075 -0.723 -4.087 0.002
N 2.130 -4.766 2.198 0.154
C 0.572 0.228 -1.771 2.346
C -0.678 1.182 -1.895 2.424
C 4.137 0.159 -3.700 -0.283
C -3.550 6.001 6.582 -1.431
C 2.894 -7.057 1.338 -1.063
C -1.530 -0.593 -3.677 -0.944
C 0.070 -3.483 1.658 -1.464
C 6.137 0.041 -2.385 -0.750
C 2.578 1.951 -1.599 -0.375
C 2.131 -1.314 -3.212 -0.867
C 1.707 -5.061 3.559 -0.685
C -0.411 2.287 -3.002 -1.711
C 1.728 0.860 -0.946 -1.691
C -2.217 3.420 5.972 -0.638
C -3.184 2.414 6.608 -0.981
C 0.198 -1.095 -1.014 -2.958
C -3.842 5.162 5.347 -0.323
C 3.208 -5.597 1.681 -0.388
C -2.839 -0.337 -1.510 -0.371
C -1.005 3.691 -2.769 -0.350
C -4.078 2.717 3.454 -0.884
C 0.820 -6.292 3.783 -0.988
C 1.010 -0.221 -3.194 -1.090
C -2.924 3.712 3.637 -0.632
C 5.415 0.566 -3.428 -0.888
C 1.066 -4.554 1.238 -0.388
C -0.944 1.014 1.204 -0.983
C 3.520 -0.806 -2.930 0.506
C 4.251 -1.327 -1.892 -0.754
C -5.179 -0.653 -2.575 -1.238
C 6.232 -1.526 -0.397 -1.518
C 5.532 -0.914 -1.593 0.754
C -0.050 4.705 -2.099 -0.988
C -4.309 0.188 -1.632 -1.463
C -1.892 0.365 -2.524 -1.187
H -3.408 5.385 7.472 0.303
H -2.660 6.615 6.439 0.334
H -6.151 -0.160 -2.651 0.568
H -2.513 1.142 -2.974 1.695
H -3.342 1.543 5.973 0.278
H -4.154 2.856 6.839 0.248
H 0.760 1.640 -6.842 0.370
H 7.155 0.351 -2.175 0.419
H 1.238 -2.064 -6.416 0.321
H -1.795 4.036 6.770 0.378
H -1.911 -1.582 -3.430 0.563
H -1.991 3.226 3.334 0.219
H 1.177 -4.187 3.946 0.362
H -4.767 4.590 5.521 0.261
H 2.596 2.127 -2.679 0.597
H -0.845 1.947 -3.948 0.315
H 0.513 -5.480 1.017 0.210
H 2.426 0.045 -0.723 0.605
H 3.624 0.592 -4.561 0.279
H 1.517 -4.232 0.292 0.424
H 2.593 -5.142 4.193 0.371
H -5.014 3.083 3.877 0.347
H -4.391 6.666 6.782 0.437
H -4.249 2.547 2.387 0.209
H 3.216 2.497 0.068 0.277
H 5.779 -1.057 0.489 0.315
H 0.080 -1.728 -4.201 0.856
H -0.081 -1.848 -1.766 0.392
H -3.852 1.747 3.897 0.213
H 2.178 -1.624 -4.273 0.522
H -3.065 4.525 2.917 0.369
H 0.573 -2.533 1.851 0.290
H 1.859 -2.223 -2.667 0.393
H -2.764 2.046 7.547 0.377
H 3.812 -2.106 -1.265 0.468
H 3.708 -7.476 0.742 0.440
H -4.058 5.853 4.526 0.423
H -4.741 0.057 -0.629 0.447
H 0.333 -6.218 4.757 0.361
H 0.650 2.434 -3.215 0.324
H -0.243 5.718 -2.448 0.495
H 2.808 -7.674 2.231 0.231
H 3.595 -5.113 0.777 0.056
H -2.565 -0.206 -0.464 0.016
H 1.979 -7.160 0.754 0.259
H -2.931 -1.420 -1.666 0.789
H -4.753 -0.662 -3.580 0.328
H 1.399 -7.214 3.791 0.292
H -3.191 1.742 0.192 0.185
H -1.357 2.879 5.566 0.305
H 1.037 -1.526 -0.463 0.365
H 5.877 1.309 -4.071 0.400
H 0.970 4.419 -2.380 0.284
H -0.107 0.315 1.176 0.272
H -0.112 4.637 -1.012 0.231
H -4.354 1.259 -1.850 0.480
H -0.490 -3.767 2.549 0.539
H 2.088 -0.674 -6.748 0.317
H 0.033 -6.383 3.032 0.264
H -0.652 -1.010 -0.341 0.088
H 7.292 -1.269 -0.362 0.396
H 4.039 -5.573 2.391 0.439
H 1.539 0.636 -3.624 0.706
H 1.412 1.245 0.025 1.052
H -2.022 3.728 -2.378 0.646
H -1.860 0.434 1.391 0.492
H -0.658 -3.326 0.858 0.349
H 6.042 -2.597 -0.304 0.334
H -0.803 1.679 2.060 0.362
```